Arrangement P

Formula: C6H10N2O3S
Source: OMol25
Level of theory: ωB97M-V/def2-TZVPD

The geometry in XYZ format:
```
22
Properties=species:S:1:pos:R:3
C 4.043 0.251 0.264
C -3.659 -0.441 -0.035
C -2.605 0.565 -0.465
C 0.850 -0.964 0.261
C -2.446 -1.175 0.576
C -0.268 -0.043 -0.127
N 0.143 1.316 -0.489
N -1.558 -0.318 -0.009
O 4.532 -0.674 0.830
O 4.514 1.522 0.331
O 3.026 0.219 -0.582
S 2.202 -1.238 -0.974
H -4.272 -0.239 0.813
H -4.136 -1.100 -0.683
H -2.690 0.699 -1.468
H -2.467 1.518 0.215
H 1.508 -0.495 1.153
H 0.373 -2.004 0.345
H -2.508 -2.304 0.554
H -0.481 1.608 -1.188
H 1.108 1.560 -0.546
H 4.790 1.739 1.222
```

The gap between HOMO and LUMO (spin up / spin down) is 6.524 / 6.524 eV. The LUMO energy (spin up / spin down) comes out at 0.34 / 0.34 eV. The HOMO energy (spin up / spin down) is -0.2271 / -0.2271 Ha.

=====

Arrangement Q

Formula: C6H10N2O3S
Source: OMol25
Level of theory: ωB97M-V/def2-TZVPD

The geometry in XYZ format:
```
22
Properties=species:S:1:pos:R:3
C -0.267 1.073 -0.293
C 2.811 0.574 0.889
C 2.123 0.553 -0.183
C -1.333 -1.785 0.489
C -1.642 -0.397 1.132
C 1.207 1.649 -0.511
N -0.450 -1.451 -0.723
N -0.474 0.395 0.843
O -1.173 1.046 -1.164
O -0.865 -0.599 -3.085
O -2.784 -1.004 -1.707
S -1.389 -0.809 -1.744
H 3.524 -0.230 1.314
H 2.797 1.476 1.408
H 2.192 -0.223 -0.942
H -0.611 -2.455 0.964
H -2.206 -2.293 0.107
H -2.523 -0.006 0.559
H -1.841 -0.431 2.292
H 1.301 1.990 -1.531
H 1.296 2.422 0.352
H 0.307 0.503 1.536
```

The gap between HOMO and LUMO is 9.871 eV. The LUMO energy comes out at 0.14 eV. The HOMO energy is -0.3577 Ha.

=====

Arrangement R

Formula: C6H10N2O3S
Source: OMol25
Level of theory: ωB97M-V/def2-TZVPD

The geometry in XYZ format:
```
22
Properties=species:S:1:pos:R:3
C -1.410 -0.661 1.453
C -0.302 0.099 1.738
C -1.880 -1.043 0.175
C -1.766 0.157 -0.968
C -0.862 1.246 -0.780
C 0.801 0.251 0.910
N 1.849 1.082 1.190
N 1.713 -0.153 -1.647
O -2.542 -1.980 -0.170
O 2.588 -1.494 0.263
O 0.286 -1.949 -0.529
S 1.328 -1.015 -0.231
H -2.142 -0.808 2.236
H -0.261 0.623 2.689
H -1.538 -0.430 -1.856
H -2.813 0.472 -0.974
H 0.038 1.350 -1.353
H -1.152 2.079 -0.163
H 2.629 1.064 0.559
H 1.717 1.889 1.772
H 2.653 -0.387 -1.932
H 1.064 -0.391 -2.382
```

The gap between HOMO and LUMO (spin up / spin down) is 7.473 / 6.836 eV. The LUMO energy (spin up / spin down) comes out at -0.06 / -0.72 eV. The HOMO energy (spin up / spin down) is -0.2767 / -0.2778 Ha.

=====

Quick look at relative energies in eV: arrangement P 1.398; arrangement Q 0.000; arrangement R 0.492.